Entry from the OMol25 dataset: an isolated ion of composition C9H16NO2 and charge +1 (the ωB97M-V functional and the def2-TZVPD basis).

CARTESIAN COORDINATES (ANGSTROEM)
C (-0.8095, 2.6345, 1.4916)
C (-0.4225, 1.9197, 0.4408)
C (-0.5636, 0.4469, 0.4113)
N (-1.1053, -0.2812, 1.3037)
C (-1.3851, -1.6948, 0.9831)
C (-0.5758, -1.8642, -0.2913)
C (-0.2286, -0.4364, -0.7794)
C (-0.9284, 0.0982, -2.0127)
C (1.3459, -0.3402, -0.9844)
O (1.6175, 0.9223, -1.4859)
C (2.0575, -0.5076, 0.2977)
O (1.4985, 0.2955, 1.3871)
H (-0.6986, 3.7829, 1.3313)
H (-1.2450, 2.2056, 2.3538)
H (-0.3243, 2.3928, -0.4841)
H (-1.5366, 0.1039, 2.1709)
H (-2.5228, -1.8622, 0.7662)
H (-0.9548, -2.2981, 1.8522)
H (0.3397, -2.4920, -0.2122)
H (-1.2847, -2.3668, -1.1244)
H (-1.3357, -0.5875, -2.6771)
H (-0.4504, 0.7321, -2.6547)
H (-1.9001, 0.6204, -1.7551)
H (1.5898, -1.2104, -1.5937)
H (2.6253, 1.1313, -1.7100)
H (1.9160, -1.4831, 0.7488)
H (3.1053, -0.1769, 0.1682)
H (2.1764, 0.3154, 2.0581)

Atomic forces in eV per Å
0.71 2.62 -1.84
-1.66 -1.33 1.22
-0.03 0.35 -1.11
-2.52 0.15 2.07
-0.17 -0.61 0.70
-1.58 -1.34 -2.95
1.91 0.67 0.01
-3.29 0.33 1.88
-1.19 -0.05 0.52
2.86 1.52 -1.66
0.62 0.09 2.47
0.58 0.23 -1.02
-0.57 -2.21 0.88
0.00 -0.02 1.10
1.05 0.48 -1.26
0.71 -0.29 -0.97
2.13 0.33 0.92
-1.11 0.50 -1.20
-0.83 0.40 0.15
1.84 0.95 1.90
-0.31 -2.27 -0.90
1.96 1.92 -0.97
1.01 -0.20 0.16
0.32 0.17 -0.62
-3.22 -1.14 0.84
0.84 -0.75 -0.77
-0.30 -0.73 0.01
0.24 0.21 0.43

* Kohn-Sham gap: 9.89 eV
* relative energy (zero: lowest compared OMol25 entry of this formula, charge and spin): 3.068 eV
* total charge: +1
* structure (SMILES): C=CC1=[NH+]CC[C@]1(C)[C@@H](O)CO